Formula: C25H21Cl5N4O5S2SiSr
Source: the OMol25 dataset
Level of theory: ωB97M-V/def2-TZVPD

Values from the calculation:
HOMO-LUMO gap (eV): 6.27
Spin multiplicity: 1
Net charge: -2
ΔE to the lowest compared entry with this formula, charge and spin (eV): 0.782

Last column: Mulliken charge in e.
Geometry (Å):
Sr (-0.83093, 0.61394, 0.50944)  1.9784
Cl (4.26092, 3.91463, -3.90899)  -0.2404
Cl (1.79624, -0.72865, -2.64319)  -0.1537
Cl (0.99570, 3.67347, 0.38391)  -0.1143
Cl (3.76168, 0.88365, -4.45196)  -0.2211
Cl (2.85944, 5.31198, -1.49447)  -0.1913
S (3.44385, 0.23786, 3.57189)  -0.4179
S (-0.22249, -2.44905, -0.02153)  -0.5095
Si (-1.81805, -5.14170, -1.60405)  0.2328
O (-1.08365, 0.66237, 4.99627)  -0.7512
O (-0.64409, 0.08971, 2.85235)  -0.7331
O (-1.26950, 5.78170, 4.28565)  -0.5653
O (-2.14463, 2.46174, -0.58866)  -0.6577
O (-2.98163, 4.55407, -0.42419)  -0.7840
N (-2.47718, -1.15637, -0.46444)  -0.3523
N (4.11156, 2.56674, 2.30427)  0.0556
N (4.15717, 0.83227, 1.02718)  0.3136
N (-1.73115, 2.38172, 2.04077)  -0.5562
C (-3.85013, -3.26390, -1.55372)  -0.2337
C (-1.14201, 3.42672, 4.09067)  -0.6178
C (0.02475, -5.42731, -1.51143)  -0.9722
C (-2.02235, 3.55853, 1.49735)  -0.3800
C (-0.97993, 0.87368, 3.78746)  0.2861
C (-3.74990, -1.02239, -0.82395)  -0.4018
C (-4.50435, -2.04976, -1.35396)  -1.0784
C (-2.33070, -5.56486, -3.37270)  -1.0885
C (2.54873, 3.63633, -1.81884)  -0.5549
C (1.71246, 2.86832, -1.01312)  1.3497
C (-1.30233, 2.30088, 3.30087)  0.1799
C (3.90105, 1.22145, 2.30586)  -0.3006
C (-2.66005, -6.38604, -0.46614)  -1.0837
C (2.07687, 0.97069, -2.28848)  0.5315
C (-1.90189, 4.73627, 2.21386)  -0.1818
C (1.42137, 1.53036, -1.20276)  -1.4535
C (4.50094, 1.92468, 0.25005)  -0.2344
C (-1.44270, 4.65626, 3.52185)  1.2293
C (-2.51739, -3.44377, -1.21854)  0.3552
C (-2.43488, 3.53576, 0.01147)  0.1780
C (4.46525, 3.01288, 1.04022)  -0.7906
C (2.95200, 1.66180, -3.12624)  -0.3988
C (3.95130, -0.52373, 0.55404)  -0.9982
C (-1.83267, -2.34512, -0.61325)  0.4311
C (3.18265, 3.01647, -2.89142)  0.5779
H (2.91673, -0.82269, 0.71849)  0.3788
H (-2.35316, -7.40986, -0.69973)  0.2941
H (-3.74825, -6.32824, -0.55029)  0.3305
H (-4.17136, -0.03113, -0.68158)  0.4877
H (-1.86810, -4.86639, -4.07422)  0.3129
H (-3.41205, -5.51149, -3.51685)  0.3111
H (3.88654, 3.12386, 3.10766)  0.2514
H (-0.79895, 3.33608, 5.11121)  0.5145
H (-4.40816, -4.08784, -1.99345)  0.1812
H (4.16363, -0.55254, -0.51142)  0.3085
H (-1.49292, 6.54219, 3.73911)  0.2876
H (4.70850, 1.82673, -0.80120)  0.6551
H (0.39168, -5.34009, -0.49031)  0.2849
H (-2.00483, -6.57547, -3.63576)  0.3082
H (-2.39616, -6.18005, 0.57386)  0.3218
H (4.62258, 4.04987, 0.80830)  0.4202
H (0.23047, -6.43450, -1.89367)  0.2856
H (-5.54261, -1.90207, -1.61728)  0.3599
H (4.60474, -1.20781, 1.09473)  0.3235
H (-2.15003, 5.67406, 1.73045)  0.4079
H (0.57238, -4.69691, -2.10745)  0.2926